Entry 1:
{
  "formula": "C34H38AsF6N6O2SY",
  "method": "the ωB97M-V functional and the def2-TZVPD basis",
  "largest_force_ev_per_a": 1.6,
  "total_energy_ev": -137935.95592,
  "homo_energy_ev": -7.49,
  "relative_energy_kcal_mol": 20.46,
  "elements": ["Y", "As", "S", "F", "F", "F", "F", "F", "F", "O", "O", "N", "N", "N", "N", "N", "N", "C", "C", "C", "C", "C", "C", "C", "C", "C", "C", "C", "C", "C", "C", "C", "C", "C", "C", "C", "C", "C", "C", "C", "C", "C", "C", "C", "C", "C", "C", "C", "C", "C", "C", "H", "H", "H", "H", "H", "H", "H", "H", "H", "H", "H", "H", "H", "H", "H", "H", "H", "H", "H", "H", "H", "H", "H", "H", "H", "H", "H", "H", "H", "H", "H", "H", "H", "H", "H", "H", "H", "H"],
  "xyz": [[-0.10, 0.29, 0.13], [-1.78, 1.69, -3.17], [-1.70, 2.84, 0.95], [-1.92, -4.30, -0.82], [-3.99, -3.72, -1.05], [-4.49, -1.46, 0.24], [-3.01, -3.51, 0.86], [-4.01, -0.21, -1.43], [-2.91, -0.03, 0.44], [-1.16, -1.68, -0.31], [-1.54, 1.03, -1.66], [-0.59, 5.22, 1.58], [1.79, -1.15, -0.46], [0.96, -0.19, 3.36], [0.01, -0.62, 2.71], [-0.58, 3.78, 3.21], [1.24, 1.34, -1.56], [-3.42, 1.18, -3.97], [1.88, 0.71, 2.72], [-0.48, 1.17, -4.47], [3.44, -5.36, -1.95], [2.33, -5.66, -2.72], [2.59, 2.23, 1.09], [0.07, 4.93, 3.81], [-0.85, -1.48, 3.52], [3.76, 2.46, 1.80], [-1.92, 3.59, -3.10], [1.12, -3.86, -1.67], [-0.94, 3.97, 1.93], [-2.29, -2.01, -2.43], [1.59, 1.34, 1.51], [-2.59, -3.08, 4.97], [3.04, 0.91, 3.46], [2.23, -3.56, -0.88], [-0.47, -1.94, 4.78], [-3.46, -0.91, -0.43], [-1.34, -2.74, 5.50], [1.17, -4.90, -2.58], [-0.03, 5.99, 2.69], [2.56, 2.63, -2.88], [2.16, -2.45, 0.13], [-2.08, -1.82, 2.99], [-2.95, -2.62, 3.72], [-2.83, -3.38, -0.45], [4.00, 1.79, 2.99], [2.57, -0.67, -1.36], [2.34, 0.62, -1.94], [3.39, -4.31, -1.03], [-2.35, -1.96, -0.90], [3.17, 1.37, -2.77], [1.40, 2.56, -2.11], [-1.14, 3.99, -2.46], [-3.91, -2.88, 3.30], [2.46, 2.76, 0.15], [1.11, 4.71, 4.07], [3.46, -1.22, -1.68], [0.52, 1.39, -4.12], [-2.89, 3.83, -2.68], [-4.25, 1.34, -3.28], [-1.83, 4.01, -4.11], [-2.34, -1.46, 2.02], [-3.55, 1.80, -4.86], [-3.26, -3.72, 5.54], [-0.59, 0.10, -4.64], [4.26, -4.08, -0.43], [-1.68, -2.86, -2.72], [-0.68, 6.82, 2.97], [4.35, -5.94, -2.06], [1.40, -2.69, 0.88], [4.49, 3.17, 1.42], [4.10, 1.04, -3.21], [0.30, -5.14, -3.18], [3.11, -2.36, 0.65], [0.49, -1.68, 5.18], [-0.65, 2.87, 3.63], [-0.69, 1.71, -5.39], [2.92, 3.49, -3.42], [-3.28, -2.10, -2.88], [0.22, -3.27, -1.54], [-3.38, 0.13, -4.26], [-1.81, -1.10, -2.76], [2.36, -6.49, -3.42], [4.92, 1.95, 3.54], [-0.88, 5.60, 0.70], [0.68, 3.34, -1.92], [-0.45, 5.25, 4.71], [0.95, 6.39, 2.43], [3.17, 0.36, 4.39], [-1.05, -3.10, 6.47]]
}

---

Entry 2:
{
  "formula": "C34H38BrN8S2Ta",
  "method": "the ωB97M-V functional and the def2-TZVPD basis",
  "largest_force_ev_per_a": 0.5,
  "total_energy_ev": -141046.98795,
  "homo_energy_ev": -13.89,
  "charge": 2,
  "relative_energy_kcal_mol": 12.22,
  "elements": ["Ta", "Br", "S", "S", "N", "N", "N", "N", "N", "N", "N", "N", "C", "C", "C", "C", "C", "C", "C", "C", "C", "C", "C", "C", "C", "C", "C", "C", "C", "C", "C", "C", "C", "C", "C", "C", "C", "C", "C", "C", "C", "C", "C", "C", "C", "C", "H", "H", "H", "H", "H", "H", "H", "H", "H", "H", "H", "H", "H", "H", "H", "H", "H", "H", "H", "H", "H", "H", "H", "H", "H", "H", "H", "H", "H", "H", "H", "H", "H", "H", "H", "H", "H", "H"],
  "xyz": [[0.54, 0.15, 0.51], [-0.25, -0.76, 3.05], [1.30, 2.21, 1.45], [2.75, -0.27, 1.56], [-1.12, -0.09, -0.72], [3.10, 4.39, 3.69], [5.43, 0.51, 3.99], [3.51, 0.54, -3.60], [1.84, 0.32, -1.37], [-1.33, 1.29, 1.71], [0.58, -2.06, 0.07], [4.88, 1.97, -2.44], [1.96, -3.26, 2.68], [-1.80, 2.09, -1.61], [-0.40, -2.29, -0.92], [-0.36, 2.56, -1.70], [-2.79, 2.93, -2.10], [-4.16, -0.74, -0.24], [-2.08, 2.39, 1.52], [-1.37, 0.76, 2.93], [2.37, -5.23, 1.30], [-4.58, -1.80, -1.27], [3.78, 1.20, -2.47], [-1.24, -1.30, -1.29], [-0.43, -3.65, -1.30], [3.33, 3.30, 3.41], [-2.09, 1.22, 4.00], [-2.86, 2.36, 3.79], [-0.15, 3.98, -1.17], [0.17, 2.43, -3.12], [-2.17, 0.85, -1.06], [3.52, 1.94, 3.01], [2.42, -0.21, -3.60], [-3.48, -1.38, 0.97], [-2.85, 2.94, 2.53], [0.50, -4.27, -0.53], [3.59, -3.18, 0.66], [2.94, 1.08, -1.34], [2.67, 1.37, 2.12], [-4.12, 2.59, -2.00], [-4.47, 1.40, -1.39], [2.25, -3.70, 1.23], [1.57, -0.32, -2.52], [4.60, 1.17, 3.56], [-3.53, 0.50, -0.90], [1.13, -3.30, 0.30], [-0.31, 3.17, -3.76], [0.69, -0.94, -2.58], [-2.51, 3.87, -2.56], [-0.51, 4.12, -0.15], [2.73, -3.68, 3.33], [-2.02, -1.44, -2.04], [0.74, -5.32, -0.53], [-0.04, 1.45, -3.55], [3.20, -5.48, 1.97], [4.35, -3.17, 1.44], [-1.10, -4.08, -2.02], [-5.10, -0.33, 0.15], [-4.89, 3.25, -2.38], [2.20, -0.74, -4.52], [0.92, 4.22, -1.19], [2.61, -5.67, 0.33], [1.99, -2.19, 2.82], [-2.08, 2.82, 0.53], [0.24, 1.90, -1.06], [1.47, -5.70, 1.69], [-3.44, 2.78, 4.59], [-2.06, 0.72, 4.96], [3.52, -2.19, 0.22], [1.25, 2.61, -3.16], [-5.06, -1.35, -2.14], [-5.28, -2.49, -0.81], [1.00, -3.66, 3.01], [-3.43, 3.83, 2.32], [-2.68, -2.06, 0.71], [-5.52, 1.15, -1.28], [-3.73, -2.40, -1.62], [-0.65, 4.71, -1.81], [3.17, 1.61, -0.43], [5.15, 2.48, -1.62], [-3.10, -0.63, 1.65], [5.46, 2.02, -3.26], [3.92, -3.85, -0.13], [-4.23, -1.96, 1.51]]
}

---

Entry 3:
{
  "formula": "C34H38CaClN7O5SSeSi",
  "method": "the ωB97M-V functional and the def2-TZVPD basis",
  "largest_force_ev_per_a": 0.6,
  "total_energy_ev": -171571.65245,
  "homo_energy_ev": -7.27,
  "relative_energy_kcal_mol": 16.91,
  "elements": ["Se", "Ca", "Cl", "S", "Si", "O", "O", "O", "O", "O", "N", "N", "N", "N", "N", "N", "N", "C", "C", "C", "C", "C", "C", "C", "C", "C", "C", "C", "C", "C", "C", "C", "C", "C", "C", "C", "C", "C", "C", "C", "C", "C", "C", "C", "C", "C", "C", "C", "C", "C", "C", "H", "H", "H", "H", "H", "H", "H", "H", "H", "H", "H", "H", "H", "H", "H", "H", "H", "H", "H", "H", "H", "H", "H", "H", "H", "H", "H", "H", "H", "H", "H", "H", "H", "H", "H", "H", "H", "H"],
  "xyz": [[-0.88, 4.76, 1.16], [-0.14, -0.31, -0.26], [-3.83, 3.34, -5.49], [2.60, 0.33, 1.06], [-3.26, -2.04, 0.28], [0.51, -0.08, -2.46], [-0.10, -6.43, -2.67], [-0.90, 1.70, -0.68], [-1.87, -1.57, -0.36], [-3.46, -5.19, -3.46], [3.05, -2.05, 2.32], [1.79, 3.77, 1.22], [1.26, -1.06, 3.01], [1.40, -2.52, -0.53], [-0.46, 0.32, 2.25], [-1.70, -4.93, -2.01], [1.66, 5.77, 0.36], [-2.96, 2.80, -4.08], [-1.20, 1.51, -3.05], [2.69, -3.23, -2.42], [-2.81, -5.77, -2.35], [-0.16, 0.55, -3.29], [-1.36, 1.28, 2.45], [2.29, -0.94, 2.13], [-1.56, 1.87, 3.69], [1.15, 7.03, -0.13], [0.50, -3.46, -0.83], [4.26, -2.37, 1.58], [4.13, 6.11, -0.07], [0.28, -0.06, 3.28], [-0.80, 1.43, 4.76], [5.44, 4.18, 0.61], [3.01, 5.42, 0.35], [0.92, 4.76, 0.90], [-3.37, 3.23, -2.80], [-0.42, -5.33, -2.24], [4.31, 3.49, 1.03], [2.50, -2.85, 3.30], [5.36, 5.47, 0.07], [0.63, -4.30, -1.93], [-1.56, 1.99, -1.74], [-4.09, -0.69, 1.31], [2.47, -2.40, -1.33], [-2.70, 2.84, -1.68], [3.09, 4.13, 0.89], [-4.50, -2.58, -1.03], [1.76, -4.20, -2.72], [0.16, 0.45, 4.56], [-1.90, 1.96, -4.19], [-2.97, -3.51, 1.44], [1.39, -2.24, 3.74], [-2.71, -4.42, 0.89], [-5.11, -0.99, 1.59], [1.49, 2.84, 1.48], [6.41, 3.71, 0.70], [4.06, 7.11, -0.48], [3.58, -3.09, -3.02], [-3.86, -3.74, 2.05], [4.38, 2.50, 1.45], [-3.01, 3.19, -0.70], [-4.38, -3.61, -1.35], [4.05, -3.15, 0.85], [6.26, 5.97, -0.25], [1.88, -4.88, -3.56], [-4.17, -5.78, -3.75], [-4.16, 0.24, 0.75], [-1.87, -3.95, -1.83], [-2.15, -3.29, 2.13], [1.45, 7.85, 0.53], [3.15, -1.59, -1.09], [-3.54, -0.49, 2.23], [1.53, 7.22, -1.13], [-1.91, 1.61, 1.58], [-2.29, 2.66, 3.80], [-2.40, -6.75, -2.58], [-1.59, 1.60, -5.17], [0.66, -2.54, 4.47], [2.94, -3.79, 3.57], [-5.53, -2.47, -0.67], [-3.49, -5.84, -1.49], [4.60, -1.48, 1.07], [5.02, -2.71, 2.27], [0.03, 0.35, -4.35], [-4.23, 3.89, -2.73], [0.81, 0.10, 5.35], [0.07, 6.97, -0.15], [-0.92, 1.87, 5.74], [-0.36, -3.53, -0.18], [-4.40, -1.96, -1.93]]
}